(1)
Below is 2 unconnected molecules or ions with the total composition H4N2O3Si in a non-equilibrium geometry, with properties calculated with ωB97M-V/def2-TZVPD.

Calculated values
- HOMO energy: -9.861 eV
- ΔE to the lowest compared entry with this formula, charge and spin: 1.575 eV
- Frontier orbital gap: 0.3740 hartree
- Energy: -17063.1911 eV
- Charge: 0
- Strongest force on any atom: 3.61 eV/Å
- LUMO: 0.3 eV

The geometry in XYZ format:
```
10
Properties=species:S:1:pos:R:3:forces:R:3
N -0.68358 -0.58158 -2.46657 -0.85 -0.36 3.49
N 1.32617 0.97404 3.11019 -1.62 -0.31 -0.21
O 1.85704 1.07172 1.84911 2.20 0.65 0.65
O 2.07102 1.29606 3.93857 0.91 0.14 0.31
O -0.91937 -0.07846 0.31061 0.64 0.57 1.52
Si -1.36255 -0.77981 -0.92795 -1.26 -1.52 -2.49
H -1.19680 -0.68657 -3.25943 -1.53 -0.59 -2.64
H 0.23993 -0.36034 -2.59190 2.44 0.95 -0.49
H 1.15362 0.97149 1.23469 -1.72 -0.59 -0.78
H -2.48548 -1.82656 -1.19730 0.77 1.07 0.64
```
Forces are in eV/Å.

(2)
Below is a gas-phase ion, C9H13BF5O2 (charge -1) in a non-equilibrium geometry, with properties calculated with ωB97M-V/def2-TZVPD.

Calculated values
- HOMO energy: -3.976 eV
- Frontier orbital gap: 0.2670 hartree
- Energy: -27897.7670 eV
- Charge: -1
- Strongest force on any atom: 5.53 eV/Å
- LUMO: 3.3 eV

The geometry in XYZ format:
```
30
Properties=species:S:1:pos:R:3:forces:R:3
C -0.86266 4.32290 1.40229 0.39 -3.42 1.65
C -0.84103 2.99241 2.11630 -0.53 3.55 -2.27
C -1.38705 1.61467 1.34326 2.19 0.85 -1.30
O -1.79717 1.96382 -0.05714 -0.44 -0.40 3.21
B -0.73750 1.65811 -1.07876 0.28 -1.46 1.91
O 0.39716 1.26334 -0.17488 1.40 -1.78 3.10
C -0.08814 0.61020 1.07841 -2.24 1.31 -0.99
C -0.77409 -0.87695 0.97213 0.14 -0.83 0.28
C 0.28099 -2.13130 0.99572 -0.09 0.67 0.74
C 1.50463 -2.01912 -0.10699 0.36 -0.86 1.09
C 1.19279 -2.73412 -1.54728 0.59 -1.12 0.43
F 2.37851 -3.60612 -1.87598 -3.28 2.26 0.76
F 0.01681 -3.65274 -1.54437 3.46 2.62 0.01
C 1.00257 -1.71357 -2.81304 -0.25 0.03 -2.87
F -0.44839 -1.61570 -3.15412 5.24 0.21 1.16
F 1.69129 -0.40946 -2.68698 -2.83 -4.74 -0.40
F 1.63968 -2.40047 -3.99904 -2.05 2.43 3.37
H -0.60990 4.35214 0.25710 -1.52 -0.22 2.25
H -1.07134 5.34221 1.96386 1.30 -2.26 -0.95
H -0.39232 2.99221 3.20682 -1.74 -0.15 -1.90
H -2.19737 1.05447 2.00116 1.31 1.53 -1.47
H -0.90655 0.63047 -1.67022 -0.98 -0.55 -0.79
H -0.45599 2.52201 -1.84885 0.16 0.84 -0.08
H 0.64339 0.62858 2.01897 -1.10 0.05 -2.31
H -1.45331 -0.99644 1.94648 1.47 0.20 -1.98
H -1.49568 -1.02203 0.06186 1.49 0.72 1.55
H 0.79983 -2.11773 2.06917 -0.94 -0.06 -2.32
H -0.33441 -3.12685 0.93684 1.44 1.78 -0.14
H 1.88848 -0.90202 -0.18433 -1.23 -2.26 -0.35
H 2.41678 -2.62292 0.37160 -2.00 1.08 -1.38
```
Forces are in eV/Å.